48
Properties=species:S:1:pos:R:3:mulliken_charge:R:1 method="wB97M-V/def2-TZVPD" lumo_ev=0.511 orbital_gap_ev=10.1 smiles=CC(C)O.CC(C)O.CO.CO.CO.CO homo_ha=-0.3524 energy_ha=-851.5168 largest_force_ev_per_a=2.70 de_lowest_kcal_mol=55.5
O 1.9877 -5.2905 1.4780 -0.572
H 1.2074 0.0362 -1.9473 0.281
H -0.8772 2.5958 -2.2609 0.320
C -3.0410 2.5897 -0.5156 -1.281
H 3.6643 -1.3535 -1.8529 0.349
O -1.0343 -5.3132 1.9506 -0.502
H 0.6307 -0.6667 1.4955 0.228
H -1.2082 4.0566 3.7608 0.306
H 3.1176 -3.7455 0.6165 0.237
H 3.8203 1.9111 -2.9788 0.348
H 1.3943 -3.3883 1.1111 -0.031
H 1.0481 -5.2836 1.6745 0.339
H -3.1422 3.6712 -0.6054 0.401
H -4.0831 2.4286 -0.2396 0.387
H -2.6508 3.8800 2.6556 0.276
H -1.1283 0.0752 -0.6121 0.391
C 3.2690 -0.7492 -1.0364 -1.236
H -1.0074 -1.2069 1.1744 0.126
C 2.3316 -3.8866 1.3584 -0.265
H 2.6543 -3.4909 2.3214 0.269
O -2.6060 0.4006 -1.4778 -0.673
H -1.9435 3.3333 -3.2661 0.383
H -3.7664 1.7432 -2.4204 0.271
C -1.8074 2.3667 -2.7810 -1.302
H 4.8841 1.6917 -1.5956 0.366
C -2.8548 1.7866 -1.8243 0.590
C -0.3444 -0.3428 1.1319 -0.206
H -2.5677 -3.8715 1.4641 0.282
O -0.9781 4.7653 1.8795 -0.530
H -2.4989 -0.1360 -2.2667 0.285
O 1.8811 0.5042 -2.4460 -0.560
H -0.9954 -3.3415 2.0337 -0.106
C -1.7769 -4.0866 2.1828 -0.186
H 2.3912 -1.2910 -0.6842 0.220
C 4.2396 1.1674 -2.3011 -1.358
H -1.4720 5.5859 1.8132 0.315
H -1.5488 1.5904 -3.5011 0.328
H -2.2617 -4.0569 3.1586 0.281
H 2.7591 1.3240 -0.7118 0.220
H 3.9757 -0.7077 -0.2075 0.355
H -0.6330 0.4735 1.7942 -0.028
H -1.5890 -5.9730 1.5281 0.280
C 2.9846 0.6679 -1.5526 0.695
H 4.9325 0.5131 -2.8301 0.329
C -1.5675 3.8185 2.7596 -0.249
O -0.2371 -0.1012 -0.3018 -0.447
H -1.2258 2.8007 2.5712 -0.102
H -2.3265 2.5058 0.3033 0.175